[1]
The following is a quantum chemistry calculation of C16H11AsCl3FN2O3ReS4 as an isolated structure, from OMol25.

Computed properties:
gap between HOMO and LUMO = 5.27 eV
net charge = +3
ΔE to the lowest compared entry with this formula, charge and spin = 22.45 kcal per mole
E_HOMO = -0.633 Ha

Structure (XYZ):
```
42
Properties=species:S:1:pos:R:3:nbo_charge:R:1
Re -1.085 -0.081 -3.451 1.24
C 4.111 -1.333 2.023 -0.65
C 2.930 -0.515 2.510 -0.02
C 2.311 -1.078 3.775 -0.42
C 1.209 -0.163 4.276 -0.43
C 0.196 0.084 3.196 0.03
C -1.097 0.444 3.516 -0.18
C -2.051 0.657 2.522 0.45
F -3.275 1.006 2.880 -0.27
C -1.760 0.502 1.194 -0.26
C -0.456 0.135 0.838 -0.07
C -0.128 -0.047 -0.542 0.51
O -1.050 0.155 -1.433 -0.72
C 1.195 -0.416 -0.852 -0.39
C 2.133 -0.564 0.194 0.21
N 1.834 -0.403 1.453 -0.25
C 0.528 -0.061 1.836 0.16
C 1.772 -0.634 -2.151 0.84
O 2.808 -0.822 -2.608 -0.33
O 0.584 -0.530 -3.319 -0.55
H 4.783 -1.468 2.869 0.27
H 4.697 -0.841 1.248 0.23
H 3.805 -2.326 1.689 0.23
H 3.234 0.521 2.683 0.23
H 3.099 -1.163 4.522 0.26
H 1.936 -2.089 3.588 0.23
H 1.636 0.794 4.591 0.25
H 0.712 -0.585 5.148 0.26
H -1.395 0.559 4.551 0.27
H -2.524 0.651 0.446 0.25
H 3.153 -0.825 -0.047 0.27
S -2.270 -3.607 -7.050 0.07
As -2.426 -1.940 -5.740 0.85
S -1.323 0.021 -5.676 -0.02
S -2.246 -1.896 -3.461 0.07
S -4.145 -2.471 -6.877 0.05
Cl -4.560 4.016 -4.588 0.17
C -3.822 3.744 -3.017 -0.29
Cl -2.752 5.051 -2.543 0.18
Cl -5.011 3.362 -1.777 0.16
C -2.973 2.544 -3.154 0.61
N -2.315 1.610 -3.261 -0.51
```

---

[2]
The following is a quantum chemistry calculation of C16H11BBrCaF3NO11 as an isolated structure in a non-equilibrium geometry, from OMol25.

Computed properties:
gap between HOMO and LUMO = 1.78 eV
net charge = -1
E_HOMO = -0.177 Ha

Structure (XYZ):
```
45
Properties=species:S:1:pos:R:3:nbo_charge:R:1
C -2.033 -5.736 -3.011 -0.16
C -1.368 -4.737 -2.238 0.07
N -1.088 -3.462 -1.414 -0.38
C -0.613 -2.248 -2.183 0.06
C -0.336 -0.831 -1.404 -0.02
C 0.137 0.515 -2.219 -0.15
O -0.221 1.673 -1.365 -0.25
O 0.857 2.145 -0.787 -0.44
C -0.564 -0.853 0.250 -0.21
C -1.093 -2.222 1.050 -0.26
C -1.358 -3.544 0.072 0.61
F -1.858 -4.832 0.666 -0.31
H -2.776 -6.483 -3.573 0.35
H -0.463 -2.339 -3.363 0.28
H -0.491 0.624 -3.227 0.23
H 1.290 0.478 -2.462 0.24
H 1.242 1.404 -0.200 0.45
H -0.340 0.132 0.842 0.24
H -1.254 -2.238 2.226 0.27
O 1.580 1.897 1.891 -0.86
H 2.010 2.721 1.617 0.37
H 1.956 1.717 2.766 0.47
Br -4.128 -4.414 -3.505 -0.62
B 2.540 -6.005 -2.257 1.27
O 1.796 -4.796 -1.889 -0.65
C 2.695 -3.823 -1.688 0.67
O 2.409 -2.681 -1.367 -0.60
C 4.021 -4.334 -1.907 0.65
O 5.061 -3.703 -1.806 -0.57
O 3.958 -5.629 -2.247 -0.65
F 2.149 -6.448 -3.587 -0.56
F 2.294 -7.059 -1.286 -0.56
Ca 3.537 3.489 2.142 0.82
C -2.005 7.157 3.553 -0.25
C -0.716 6.863 3.793 0.30
C -0.253 5.575 3.118 0.44
O 0.908 5.154 3.144 -0.66
C -1.259 4.765 2.383 -0.27
C -2.553 5.053 2.154 0.33
C -2.988 6.394 2.739 0.41
O -4.109 6.889 2.585 -0.50
O -3.412 4.360 1.526 -0.50
O 0.121 7.517 4.488 -0.55
H -2.424 8.060 3.982 0.23
H -0.856 3.836 1.998 0.22
```

---

[3]
The following is a quantum chemistry calculation of C16H11Cl5CoN2O4Se as an isolated structure, from OMol25.

Computed properties:
gap between HOMO and LUMO (alpha / beta) = 8.03 / 6.61 eV
net charge = -1
ΔE to the lowest compared entry with this formula, charge and spin = 0.00 kcal per mole
2S+1 = 5
E_HOMO (alpha / beta) = -0.204 / -0.209 Ha

Structure (XYZ):
```
40
Properties=species:S:1:pos:R:3:nbo_charge:R:1
Co -0.198 -0.591 -0.636 1.57
N 0.527 -2.587 -1.124 -0.86
C 0.971 -3.206 0.134 -0.31
C 1.438 -2.142 1.135 0.64
O 2.088 -2.479 2.124 -0.67
N 1.035 -0.915 0.799 -0.74
C 1.345 0.227 1.621 -0.36
C 0.722 1.478 0.989 0.78
O 0.825 2.560 1.545 -0.66
O 0.102 1.281 -0.142 -0.82
H -0.165 -3.143 -1.610 0.39
H 1.294 -2.405 -1.762 0.40
H 1.768 -3.938 0.001 0.20
H 0.119 -3.718 0.584 0.21
H 2.424 0.386 1.711 0.22
H 0.955 0.118 2.634 0.22
Cl 1.360 4.723 -5.202 0.02
C 0.929 3.254 -4.403 -0.13
C 1.906 2.466 -3.801 -0.05
Cl 3.559 2.959 -3.846 0.03
C 1.554 1.283 -3.171 -0.15
Cl 2.744 0.305 -2.395 0.02
C 0.216 0.839 -3.108 0.42
O -0.095 -0.296 -2.557 -0.85
C -0.750 1.659 -3.720 -0.15
Cl -2.391 1.137 -3.640 0.03
C -0.402 2.841 -4.356 -0.06
Cl -1.621 3.809 -5.102 0.03
Se -2.485 -1.102 -0.011 -0.18
C -2.145 -0.751 1.845 -0.19
C -2.169 0.559 2.315 -0.26
C -1.874 0.826 3.644 -0.15
C -1.567 -0.211 4.514 -0.24
C -1.549 -1.520 4.048 -0.20
C -1.833 -1.790 2.718 -0.24
H -2.371 1.371 1.627 0.24
H -1.854 1.852 3.987 0.21
H -1.324 0.001 5.547 0.21
H -1.292 -2.333 4.716 0.21
H -1.795 -2.807 2.348 0.21
```

---

[4]
The following is a quantum chemistry calculation of C16H11F9InO10S as an isolated structure in a non-equilibrium geometry, from OMol25.

Computed properties:
gap between HOMO and LUMO = 5.68 eV
net charge = -1
E_HOMO = -0.218 Ha

Structure (XYZ):
```
48
Properties=species:S:1:pos:R:3:mulliken_charge:R:1
O -2.498 -0.864 2.207 -0.57
S -2.381 0.654 1.791 0.46
O -0.870 0.906 1.552 -0.60
In -3.339 2.129 3.634 0.68
C -3.458 1.045 0.266 0.37
F -3.753 -0.165 -0.557 -0.27
F -4.790 1.461 0.846 -0.27
C -2.924 2.337 -0.594 0.58
F -2.511 3.369 0.426 -0.27
F -4.148 2.926 -1.254 -0.30
C -1.728 2.012 -1.667 0.57
F -1.106 0.671 -1.526 -0.23
F -2.302 2.216 -3.049 -0.28
C -0.462 3.102 -1.584 0.64
F 0.503 2.662 -2.656 -0.28
F -0.919 4.515 -1.765 -0.23
F 0.310 2.943 -0.296 -0.19
H -2.584 3.760 3.687 -0.28
H -5.106 2.370 3.218 -0.28
H -3.332 1.281 5.241 -0.29
C -1.127 -3.219 3.951 -0.74
C -1.443 -3.171 5.247 0.16
C -1.224 -4.342 6.140 0.84
O -1.507 -4.262 7.330 -0.64
C -0.674 -5.570 5.545 -0.95
C -0.362 -5.619 4.248 0.42
C -0.554 -4.439 3.361 0.87
O -0.241 -4.508 2.178 -0.62
O 0.153 -6.770 3.682 -0.58
O -1.984 -2.029 5.807 -0.47
H -1.278 -2.374 3.291 0.65
H -0.537 -6.419 6.201 0.39
H 0.298 -6.553 2.735 0.35
H -2.123 -2.244 6.755 0.33
C 5.321 1.238 -6.250 -0.97
C 5.601 1.167 -4.947 0.42
C 4.578 1.497 -3.916 0.88
O 4.860 1.405 -2.727 -0.60
C 3.251 1.933 -4.378 -0.81
C 2.972 2.007 -5.681 0.19
C 3.986 1.650 -6.710 0.84
O 3.694 1.711 -7.900 -0.63
O 1.727 2.418 -6.121 -0.54
O 6.855 0.783 -4.507 -0.57
H 6.054 0.999 -7.010 0.40
H 2.522 2.187 -3.619 0.71
H 1.774 2.386 -7.102 0.34
H 6.806 0.809 -3.526 0.35
```

---

[5]
The following is a quantum chemistry calculation of C16H11IrN3O4 as an isolated structure in a non-equilibrium geometry, from OMol25.

Computed properties:
gap between HOMO and LUMO (alpha / beta) = 5.03 / 2.89 eV
net charge = +3
2S+1 = 5
E_HOMO (alpha / beta) = -0.582 / -0.629 Ha

Structure (XYZ):
```
35
Properties=species:S:1:pos:R:3:nbo_charge:R:1
Ir -0.196 0.028 -2.508 0.36
O 0.129 3.030 -1.754 -0.28
C -0.031 1.928 -2.058 0.57
C -0.313 -1.730 -3.398 0.56
O -0.335 -2.744 -3.947 -0.27
C 1.765 -0.084 -2.628 0.59
O 2.907 -0.148 -2.779 -0.27
C -2.159 0.181 -2.436 0.59
O -3.302 0.321 -2.516 -0.26
C 0.017 0.672 -6.929 -0.35
H -0.896 1.291 -6.921 0.22
H 0.984 1.202 -6.901 0.22
C -0.045 -0.669 -7.013 -0.35
H 0.868 -1.288 -7.052 0.22
H -1.011 -1.200 -7.062 0.21
N -0.646 1.448 8.299 0.00
C -0.387 1.195 7.185 0.25
C -0.130 0.869 5.805 -0.21
C -1.002 1.362 4.824 0.08
C -0.892 0.925 3.499 -0.02
C 0.103 -0.001 3.159 0.03
C 1.015 -0.465 4.129 0.01
C 0.930 0.023 5.443 0.04
N 0.178 -0.466 1.817 -0.30
C 0.860 -1.604 1.381 -0.05
C 0.660 -1.702 0.033 -0.04
N -0.063 -0.602 -0.380 -0.53
C -0.426 0.070 0.709 0.19
H -1.780 2.078 5.091 0.28
H -1.592 1.267 2.734 0.24
H 1.799 -1.181 3.872 0.27
H 1.668 -0.262 6.198 0.29
H 1.416 -2.242 2.039 0.26
H 0.964 -2.451 -0.681 0.25
H -1.058 0.950 0.748 0.23
```

---

[6]
The following is a quantum chemistry calculation of C16H12AlCl3N3O6S2Se as an isolated structure in a non-equilibrium geometry, from OMol25.

Computed properties:
gap between HOMO and LUMO = 8.54 eV
net charge = +1
ΔE to the lowest compared entry with this formula, charge and spin = 0.00 kcal per mole
E_HOMO = -0.443 Ha

Structure (XYZ):
```
44
Properties=species:S:1:pos:R:3:nbo_charge:R:1
Al 1.942 -0.346 -1.081 1.79
O 0.905 0.125 -2.797 -0.99
S -0.035 1.031 -2.038 2.37
O -0.421 2.288 -2.609 -0.84
O 0.733 1.040 -0.678 -1.06
C -1.450 0.034 -1.688 -0.37
C -2.604 0.781 -1.365 -0.17
C -3.776 0.112 -1.056 -0.18
C -3.791 -1.289 -1.092 -0.16
C -2.600 -2.002 -1.312 -0.20
C -1.414 -1.364 -1.580 -0.26
S -0.083 -2.535 -1.541 2.41
O 0.371 -2.786 -2.876 -0.91
O -0.487 -3.669 -0.751 -0.92
O 1.018 -1.813 -0.739 -1.15
H -2.604 1.887 -1.433 0.26
H -4.638 0.665 -0.714 0.24
H -4.619 -1.871 -0.801 0.23
H -2.671 -3.096 -1.248 0.27
Cl 6.640 0.018 -3.934 0.16
C 6.002 -1.279 -2.971 -0.25
Cl 6.876 -1.443 -1.436 0.12
Cl 5.967 -2.836 -3.864 0.12
C 4.596 -1.052 -2.565 0.50
N 3.559 -0.798 -2.157 -0.47
C 1.711 2.668 2.294 -0.42
N 0.932 1.455 2.187 -0.33
C 1.431 0.286 1.760 0.31
Se 3.130 -0.023 1.031 -0.13
N 0.432 -0.632 1.769 -0.53
C -0.750 -0.024 2.058 0.19
C -2.100 -0.501 2.121 -0.23
C -2.974 0.383 2.725 -0.18
C -2.650 1.686 3.142 -0.20
C -1.377 2.149 2.994 -0.21
C -0.466 1.302 2.399 0.09
H 2.640 2.551 1.799 0.24
H 2.020 2.831 3.304 0.23
H 1.125 3.515 1.854 0.23
H 0.457 -1.556 1.346 0.47
H -2.403 -1.471 1.825 0.24
H -4.000 0.083 2.863 0.23
H -3.419 2.310 3.560 0.24
H -1.154 3.185 3.298 0.24
```

---

> net charge of number 1 (C16H11AsCl3FN2O3ReS4)?

+3

---

> Look up the net charge of the first one.

+3

---

Please write out number 4 again, unchanged.
The following is a quantum chemistry calculation of C16H11F9InO10S as an isolated structure in a non-equilibrium geometry, from OMol25.

Computed properties:
gap between HOMO and LUMO = 5.68 eV
net charge = -1
E_HOMO = -0.218 Ha

Structure (XYZ):
```
48
Properties=species:S:1:pos:R:3:mulliken_charge:R:1
O -2.498 -0.864 2.207 -0.57
S -2.381 0.654 1.791 0.46
O -0.870 0.906 1.552 -0.60
In -3.339 2.129 3.634 0.68
C -3.458 1.045 0.266 0.37
F -3.753 -0.165 -0.557 -0.27
F -4.790 1.461 0.846 -0.27
C -2.924 2.337 -0.594 0.58
F -2.511 3.369 0.426 -0.27
F -4.148 2.926 -1.254 -0.30
C -1.728 2.012 -1.667 0.57
F -1.106 0.671 -1.526 -0.23
F -2.302 2.216 -3.049 -0.28
C -0.462 3.102 -1.584 0.64
F 0.503 2.662 -2.656 -0.28
F -0.919 4.515 -1.765 -0.23
F 0.310 2.943 -0.296 -0.19
H -2.584 3.760 3.687 -0.28
H -5.106 2.370 3.218 -0.28
H -3.332 1.281 5.241 -0.29
C -1.127 -3.219 3.951 -0.74
C -1.443 -3.171 5.247 0.16
C -1.224 -4.342 6.140 0.84
O -1.507 -4.262 7.330 -0.64
C -0.674 -5.570 5.545 -0.95
C -0.362 -5.619 4.248 0.42
C -0.554 -4.439 3.361 0.87
O -0.241 -4.508 2.178 -0.62
O 0.153 -6.770 3.682 -0.58
O -1.984 -2.029 5.807 -0.47
H -1.278 -2.374 3.291 0.65
H -0.537 -6.419 6.201 0.39
H 0.298 -6.553 2.735 0.35
H -2.123 -2.244 6.755 0.33
C 5.321 1.238 -6.250 -0.97
C 5.601 1.167 -4.947 0.42
C 4.578 1.497 -3.916 0.88
O 4.860 1.405 -2.727 -0.60
C 3.251 1.933 -4.378 -0.81
C 2.972 2.007 -5.681 0.19
C 3.986 1.650 -6.710 0.84
O 3.694 1.711 -7.900 -0.63
O 1.727 2.418 -6.121 -0.54
O 6.855 0.783 -4.507 -0.57
H 6.054 0.999 -7.010 0.40
H 2.522 2.187 -3.619 0.71
H 1.774 2.386 -7.102 0.34
H 6.806 0.809 -3.526 0.35
```